Formula: C9H16NO
Source: OMol25
Level of theory: the ωB97M-V functional and the def2-TZVPD basis

- HOMO-LUMO gap (alpha / beta) (eV) = 6.474 / 6.488
- lowest unoccupied orbital energy (alpha / beta) (eV) = -5.1 / -5.1
- HOMO level (alpha / beta) (eV) = -11.6 / -11.6
- charge = +1

Geometry (Å):
C1 -3.9616 -1.8150 -0.1629
C2 0.9658 1.1934 -0.8495
C3 -3.1917 -1.1559 0.7097
C4 2.2160 0.5398 -0.7057
C5 -2.5610 1.1551 -0.5384
C6 -2.9823 0.3709 0.6644
C7 -1.6816 1.0436 0.7073
C8 4.6169 -1.0448 -0.3089
C9 4.0991 0.0891 0.4751
N1 -0.5116 0.2832 0.6005
O1 3.0444 0.8085 0.2560
H1 -4.2006 -2.8402 -0.1663
H2 -4.2410 -1.2942 -0.9888
H3 0.7424 2.2457 -0.3491
H4 0.2702 0.7228 -1.5262
H5 -2.8204 -1.6018 1.6506
H6 -2.3534 0.5339 -1.4532
H7 -3.1395 2.0260 -0.7381
H8 -3.6326 0.8445 1.3814
H9 4.7347 -1.9234 0.2967
H10 4.0414 -1.3935 -1.2376
H11 5.7024 -0.8465 -0.6215
H12 4.7540 0.6229 1.2231
H13 -1.5281 1.9565 1.2353
H14 2.3522 -0.2547 -1.4097
H15 -0.7676 -0.7105 0.4187
H16 0.0333 0.4444 1.4367